Record 1
Density functional theory data (the ωB97M-V functional and the def2-TZVPD basis) for 6 unconnected molecules or ions with the total composition C7H26NO5 in a non-equilibrium geometry.

Each line ends with the Mulliken charge.
Geometry (Å):
C 0.0283 -1.9130 1.2896  -1.56
C -0.4907 -0.7397 0.4733  -0.81
C 0.4485 -0.0646 -0.5766  -0.04
C 0.6608 -0.8050 -1.8750  0.95
C 0.6085 -0.2392 -3.0859  -0.68
C 0.2512 1.2149 -3.3139  -1.29
C 1.1758 -2.2068 -1.8274  -1.38
N -0.8587 0.4290 1.4347  0.03
H -0.7202 -2.0994 2.0644  0.65
H 1.0551 -1.8488 1.6142  0.31
H -0.0117 -2.7880 0.6316  0.37
H -1.4228 -0.9924 -0.0115  0.31
H 0.1525 0.9952 -0.6364  0.28
H 1.4798 0.2128 -0.2600  0.07
H 0.6360 -0.7429 -4.0418  0.40
H -0.8343 1.3751 -3.4535  0.24
H 0.6934 1.5083 -4.2766  0.41
H 0.4823 1.8467 -2.4505  0.33
H 1.1193 -2.6317 -2.8324  0.39
H 2.1867 -2.2956 -1.4331  0.26
H 0.7944 -3.0417 -1.2212  0.30
H 0.0141 0.7234 1.8731  0.40
H -1.1781 1.0559 0.6883  0.37
H -1.5862 0.2608 2.1405  0.16
H -2.7624 2.0807 -1.4563  0.25
H -2.9810 0.8627 -0.5071  0.23
O -2.3333 1.4942 -0.8435  -0.52
H -0.4245 1.8297 4.5264  0.29
H -0.9264 0.4971 4.9775  0.38
O -0.6186 0.9396 4.1758  -0.78
H -3.6827 -1.1647 2.3623  0.29
H -4.2199 -0.2662 1.3779  0.32
O -3.4246 -0.8432 1.4621  -0.84
H 1.3320 3.1462 2.7307  0.31
H 2.3593 1.8108 2.7127  0.33
O 1.6783 2.3758 2.3149  -0.73
H 3.5509 -0.2783 -0.9227  0.29
H 3.6009 0.1865 -2.2958  0.34
O 4.1681 0.1155 -1.5289  -0.65

Properties
⟨S²⟩ = 0.7505
Total charge = 0
HOMO-LUMO gap (alpha / beta) = 2.95 / 9.44 eV
Multiplicity = 2
HOMO level (alpha / beta) = -0.1020 / -0.3452 hartree


Record 2
Density functional theory data (the ωB97M-V functional and the def2-TZVPD basis) for 8 unconnected molecules or ions with the total composition C7H26O7 in a non-equilibrium geometry.

Each line ends with the Mulliken charge.
Geometry (Å):
C 0.5610 1.8665 -1.1299  -1.10
C 1.7147 1.1148 -1.2480  -0.13
C 3.2089 1.5640 -1.6418  -1.35
C 1.6844 -0.2466 -1.1003  1.14
C 1.8308 -1.1978 -2.0729  -1.22
C 1.8268 -0.4428 0.4768  0.03
C 1.7121 -1.9939 0.8128  -1.26
H -0.3744 1.4031 -1.1438  0.18
H 0.4148 2.8271 -1.0387  0.58
H 3.2146 2.5836 -2.1463  0.36
H 3.9511 1.7875 -0.7457  0.27
H 3.6112 0.7128 -2.1078  0.38
H 1.9361 -2.2416 -1.8225  0.18
H 1.7057 -1.0359 -3.1376  0.42
H 1.0162 0.1098 0.9511  0.18
H 2.8536 -0.0003 0.6193  0.36
H 2.4526 -2.5271 0.2987  0.39
H 0.7687 -2.2511 0.3753  0.24
H 1.7585 -2.1653 1.8972  0.33
O -1.8876 1.2210 1.1446  -0.67
H -1.7749 1.2200 2.2196  0.38
H -2.8038 0.8735 1.0796  0.34
O -3.6793 -1.1492 1.3293  -0.68
H -4.5192 -1.0006 0.8893  0.28
H -2.9648 -1.1371 0.7589  0.41
O -3.9121 1.1940 -1.4104  -0.64
H -3.3295 0.2634 -1.5207  0.35
H -3.2589 1.8138 -1.6653  0.30
O -0.6206 1.5802 3.5238  -0.69
H 0.2589 2.0047 3.2649  0.32
H -0.4314 0.7195 3.9182  0.37
O -0.3191 0.0319 -3.8465  -0.62
H 0.0129 -0.7043 -4.2348  0.30
H 0.4275 0.5317 -3.3695  0.38
O -1.7924 -1.0739 -0.3410  -0.63
H -1.4812 -0.2887 0.0849  0.38
H -1.1897 -1.7996 -0.3512  0.20
O -0.8799 -0.9381 4.1661  -0.68
H -0.2410 -1.4886 4.5359  0.30
H -1.4613 -1.7405 3.7284  0.34

Properties
ΔE to the lowest compared entry with this formula, charge and spin = 104.7 kcal/mol
Total charge = 0
HOMO-LUMO gap = 9.30 eV
SMILES = C=C(C)C(=C)CC.O.O.O.O.O.O.O
Multiplicity = 1
HOMO level = -0.3371 hartree


| no. | DFT total energy (Eh) |
| --- | --- |
| 1 | -713.088632 |
| 2 | -808.821142 |